1.
C4H6NiO2 | ωB97M-V/def2-TZVPD

XYZ file:
```
13
Properties=species:S:1:pos:R:3:forces:R:3
C -0.7055 -0.7226 -0.2254 -1.233 -0.413 -3.088
O -1.7700 -0.7727 -1.0601 0.675 -0.564 0.705
H -0.8317 -1.4096 0.6155 0.093 0.777 -0.040
H -1.5868 -0.3443 -1.9045 -0.094 0.450 0.133
C -0.1576 0.8639 1.6631 -2.538 0.738 4.040
C 0.8717 0.8789 0.7399 1.838 -1.138 -1.295
C 0.4845 0.1085 -0.4574 3.385 4.792 0.843
O 0.7047 -1.1819 -0.8981 0.353 -2.020 0.730
Ni 1.1514 -2.0009 -2.5248 0.115 -0.123 -0.253
H -0.5121 1.8219 2.0474 -0.535 -0.320 -0.264
H -0.3458 0.0083 2.3139 0.374 0.269 0.229
H 1.4740 1.7852 0.6385 0.479 -0.663 0.288
H 1.2231 0.9651 -0.9481 -2.912 -1.785 -2.027
```
Forces are in eV/Å.

F_max	0.1153	Eh/bohr
total charge	+1
Kohn-Sham gap (spin up / spin down)	5.4 / 8.3	eV
2S+1	4
LUMO energy (spin up / spin down)	-5.4379 / -5.8254	eV
energy above the lowest of the compared OMol25 structures with the same formula, charge and spin	76.86	kcal/mol

***

2.
C10H10IN2O3P | ωB97M-V/def2-TZVPD

XYZ file:
```
27
Properties=species:S:1:pos:R:3:forces:R:3
O 4.3809 -1.7881 -1.0049 -0.106 0.025 -0.026
P 4.1821 -0.6268 -0.1755 0.643 -0.294 -0.239
O 4.6891 -0.7262 1.3058 -0.560 0.166 0.012
O 4.5728 0.7931 -0.7267 -0.120 -0.031 0.438
N 2.4065 -0.3843 -0.0514 -0.056 0.164 0.045
C 1.7461 -0.3337 -1.2265 0.436 -0.076 -0.061
C 0.3926 -0.1612 -1.2651 -0.702 0.068 0.164
C -0.3147 -0.0598 -0.0666 0.123 -0.028 0.108
C -1.7986 0.1164 -0.0602 -0.190 0.048 0.023
C -2.3611 1.3954 -0.1234 0.444 -0.385 -0.042
C -3.7268 1.5280 -0.1017 -0.178 0.032 0.083
N -4.5163 0.4416 -0.0120 -0.115 0.045 -0.030
I -6.5726 0.7008 0.0496 0.072 -0.038 -0.013
C -4.0021 -0.8012 0.0434 -0.229 0.054 0.032
C -2.6435 -0.9939 0.0245 0.514 0.265 -0.066
C 0.3881 -0.1378 1.1402 -0.684 0.081 -0.167
C 1.7450 -0.2900 1.1168 0.294 -0.109 -0.033
H 4.5232 0.0475 1.8639 0.356 -0.015 0.128
H 5.3939 1.1555 -0.3555 0.016 0.088 -0.302
H 2.3307 -0.4491 -2.1306 0.108 -0.012 0.078
H -0.1124 -0.1231 -2.2212 0.039 0.007 0.013
H -1.7371 2.2776 -0.1908 -0.085 -0.002 0.005
H -4.2098 2.4957 -0.1385 -0.042 -0.080 -0.019
H -4.6999 -1.6244 0.1089 -0.031 0.042 -0.005
H -2.2407 -1.9973 0.0685 -0.088 -0.006 0.013
H -0.1230 -0.0858 2.0935 0.034 0.019 -0.051
H 2.3076 -0.3690 2.0358 0.107 -0.029 -0.087
```
Forces are in eV/Å.

F_max	0.0145	Eh/bohr
total charge	+2
Kohn-Sham gap	9.1	eV
LUMO energy	-7.5522	eV

***

3.
C8H11NOSi | ωB97M-V/def2-TZVPD

XYZ file:
```
22
Properties=species:S:1:pos:R:3:forces:R:3
C -3.0766 -0.1171 -0.1296 0.665 -1.897 1.857
C -2.4225 -0.6913 1.0065 -1.047 0.163 0.127
C -2.3086 0.3351 -1.1973 -1.449 0.665 -0.549
C -1.0183 -0.7508 1.0457 -0.042 0.537 1.287
C -0.9309 0.3299 -1.1618 0.141 -1.439 1.956
C -0.3394 -0.2501 -0.0145 4.029 0.609 -1.961
C 2.1264 0.7896 0.2399 1.122 0.351 0.840
C 1.3247 1.9612 0.8447 1.431 -2.489 -1.174
N 1.3810 -0.3460 0.0259 -3.782 0.752 -0.099
O 3.3373 0.8461 0.0020 -1.593 -0.320 0.280
Si 2.1385 -1.7787 -0.5405 0.964 -1.563 -1.321
H -4.1720 -0.2283 -0.1316 0.637 0.543 -0.336
H -3.0502 -1.0784 1.8754 1.026 0.603 -1.297
H -2.8904 0.7263 -2.0528 0.777 -0.166 0.345
H -0.3779 -0.9236 1.9338 -0.952 -0.608 -0.466
H -0.3297 0.6596 -1.9575 0.597 0.427 -0.894
H 0.5234 1.3780 1.3428 0.032 1.692 -0.172
H 1.1569 2.3767 -0.1686 -0.909 1.031 1.126
H 2.0648 2.4506 1.4821 -0.656 0.478 -0.201
H 2.3638 -2.8873 0.4134 -0.097 0.327 0.468
H 1.1513 -2.3705 -1.4705 0.013 0.073 -0.141
H 3.4893 -1.6320 -1.2298 -0.905 0.231 0.326
```
Forces are in eV/Å.

F_max	0.0879	Eh/bohr
structure (SMILES)	CC(=O)N([SiH3])c1ccccc1
Kohn-Sham gap	10.2	eV
LUMO energy	0.6441	eV
energy above the lowest of the compared OMol25 structures with the same formula, charge and spin	75.73	kcal/mol

***

4.
C24H48N4OPdSi4 | ωB97M-V/def2-TZVPD

XYZ file:
```
82
Properties=species:S:1:pos:R:3:forces:R:3
Pd -1.0454 -0.8492 -0.1869 0.054 -0.802 -0.248
C -0.2069 -5.4299 -0.7449 0.052 0.100 0.152
Si -0.2338 -3.6478 -0.0114 0.115 -0.502 -0.054
C -1.8926 -3.5822 0.9281 0.124 0.006 -0.303
C 1.0561 -3.7130 1.3894 0.035 0.127 -0.281
C 0.0856 -2.4042 -1.3417 -0.885 0.865 0.762
C 1.4108 -1.9207 -1.6037 0.271 -0.184 -0.263
C 2.5497 -2.7675 -1.4265 -0.065 0.024 -0.012
C 3.8079 -2.3474 -1.7734 0.023 0.034 -0.005
C 3.9879 -1.0715 -2.3136 0.025 0.018 -0.014
C 2.8469 -0.2976 -2.4527 0.100 -0.015 0.039
N 1.6238 -0.6721 -2.1160 -0.132 -0.144 -0.023
Si -1.3341 -1.8045 -2.4752 0.056 -0.417 -0.844
C -1.2894 -3.1977 -3.8271 -0.145 0.112 0.001
C -1.0919 -0.2946 -3.6258 0.046 -0.107 0.245
C -3.2184 -1.8389 -2.0807 0.249 -0.076 0.080
H -0.2738 -6.1875 0.0448 -0.010 -0.005 -0.017
H 0.7174 -5.6017 -1.3054 -0.005 -0.003 -0.018
H -1.0412 -5.5836 -1.4357 -0.003 0.032 0.000
H -2.2293 -4.5846 1.2184 0.091 -0.028 -0.017
H -2.6767 -3.1181 0.3292 -0.072 -0.024 0.082
H -1.7648 -2.9843 1.8322 -0.033 0.035 0.007
H 0.7767 -4.4875 2.1102 -0.068 -0.008 -0.014
H 1.0940 -2.7553 1.9150 -0.030 0.010 0.013
H 2.0612 -3.9377 1.0238 -0.031 -0.001 0.110
H 2.3913 -3.7638 -1.0344 0.069 0.010 -0.093
H 4.6609 -3.0070 -1.6444 -0.027 -0.030 0.037
H 4.9621 -0.7005 -2.6062 -0.013 0.022 0.022
H 2.9298 0.7128 -2.8591 -0.001 -0.041 -0.006
H -0.2836 -3.2762 -4.2531 0.019 0.015 0.039
H -1.9913 -2.9893 -4.6455 -0.004 -0.026 -0.001
H -1.5436 -4.1753 -3.4041 0.015 0.010 0.022
H -0.1099 -0.3483 -4.0979 0.018 0.022 0.004
H -1.1592 0.6514 -3.0894 0.022 0.044 0.042
H -1.8610 -0.3092 -4.4073 -0.024 -0.067 0.051
H -3.5161 -2.7939 -1.6375 -0.027 0.033 0.004
H -3.7771 -1.7180 -3.0162 0.068 -0.019 -0.046
H -3.5080 -1.0315 -1.4063 -0.076 0.004 0.035
C -4.4181 4.6626 -1.3279 -0.093 -0.053 0.043
N -3.1910 3.9207 -1.1504 -0.092 -0.232 -0.030
C -1.9786 4.5024 -1.2770 0.203 -0.116 0.028
C -0.8424 3.7968 -1.1179 0.055 0.289 -0.088
C -0.9716 2.3945 -0.8195 -0.217 -0.125 0.194
N -2.1706 1.8226 -0.6936 0.124 -0.305 -0.012
C -3.3077 2.5147 -0.8384 -0.045 0.588 -0.025
O -4.4482 2.0856 -0.7283 0.032 -0.095 -0.012
N 0.0877 1.6338 -0.6466 -0.116 -0.392 -0.141
H -4.2043 5.6300 -1.7831 0.078 -0.012 -0.004
H -4.9253 4.8197 -0.3730 -0.009 -0.022 -0.015
H -5.0904 4.0921 -1.9666 -0.025 0.048 0.005
H -1.9746 5.5597 -1.5146 -0.007 0.010 0.013
H 0.1250 4.2670 -1.2149 -0.003 -0.008 0.000
H 1.0186 1.9831 -0.7827 0.026 -0.014 0.024
H -0.0713 0.5722 -0.4647 0.703 1.336 -0.328
C 2.8874 0.0336 1.6158 -0.074 -0.046 0.089
Si 1.5979 0.3042 2.9955 -0.018 0.097 -0.160
C 1.9426 2.0396 3.7385 -0.105 -0.078 -0.036
C 2.1790 -0.8087 4.4630 -0.165 -0.009 -0.138
C -0.0548 0.0919 2.3149 -0.227 -0.202 0.533
Si -1.6638 0.0561 3.1451 0.130 0.071 -0.053
C -3.0453 -0.3449 1.8916 0.202 0.065 0.089
C -1.8916 -1.1829 4.6102 0.092 0.061 -0.131
C -2.1646 1.6937 4.0070 0.127 -0.048 -0.061
H 3.8560 -0.3178 1.9857 0.003 0.037 0.035
H 3.0612 0.9522 1.0465 -0.030 0.016 0.009
H 2.5135 -0.7131 0.9086 0.012 -0.009 -0.016
H 2.9412 2.1041 4.1844 0.015 -0.037 0.001
H 1.2112 2.2546 4.5253 0.012 0.015 -0.005
H 1.8516 2.8266 2.9846 -0.035 -0.040 -0.031
H 3.2393 -0.6738 4.7058 0.008 0.061 -0.035
H 2.0145 -1.8667 4.2385 -0.001 0.006 -0.021
H 1.5960 -0.5740 5.3607 -0.013 -0.009 -0.012
H -0.0224 -0.6535 1.4774 0.260 0.134 0.551
H -2.5681 -0.5610 0.9083 -0.700 0.025 0.414
H -3.7188 0.4977 1.7184 0.041 0.033 -0.028
H -3.6475 -1.2121 2.1729 0.026 -0.050 -0.031
H -1.5343 -2.1803 4.3380 0.002 0.007 -0.027
H -2.9324 -1.2741 4.9421 -0.022 0.061 -0.026
H -1.2945 -0.8461 5.4657 0.014 -0.025 -0.008
H -2.3135 2.4985 3.2817 0.050 -0.031 -0.034
H -1.3790 2.0102 4.7018 -0.011 0.017 -0.005
H -3.0912 1.5777 4.5796 -0.006 -0.043 -0.004
```
Forces are in eV/Å.

F_max	0.0301	Eh/bohr
total charge	-2
Kohn-Sham gap	4.9	eV
LUMO energy	4.3458	eV
energy above the lowest of the compared OMol25 structures with the same formula, charge and spin	20.22	kcal/mol

***

5.
C10H10N2 | ωB97M-V/def2-TZVPD

XYZ file:
```
22
Properties=species:S:1:pos:R:3:forces:R:3
C -1.4217 -0.2293 1.0942 -0.352 0.391 -0.458
C -0.8813 -1.5026 0.9904 0.488 -0.362 1.158
C -0.1263 -2.0053 2.0568 -0.465 1.020 -0.140
C -0.0072 -1.1638 3.1564 0.702 -0.301 0.329
C -0.5485 0.1155 3.1601 -0.405 -1.699 -1.652
C -0.3494 0.0373 -2.7879 -0.253 -0.581 1.299
C 1.0881 -0.1085 -2.7386 -1.963 -0.482 -1.542
C 1.8532 0.8166 -2.1021 -2.754 0.560 1.186
C 1.1313 1.7466 -1.3289 1.343 1.596 -0.559
C -0.2374 1.8899 -1.4382 -0.225 -1.231 -0.086
H -1.9949 0.2271 0.2846 0.088 -0.441 0.061
H -1.0477 -2.1699 0.1831 -0.251 -0.030 -0.981
H 0.3613 -2.9776 2.0024 -0.245 0.201 0.136
H 0.5590 -1.4718 4.0229 0.088 -0.098 0.087
H -0.4069 0.7313 3.9831 0.150 1.175 1.404
H -1.0878 -0.7014 -3.2400 1.586 0.819 0.215
H 1.5702 -0.8662 -3.3300 -0.087 -0.327 -0.197
H 2.8898 0.8474 -2.1941 1.572 -0.094 0.158
H 1.7290 2.5280 -0.8397 -0.511 -0.324 0.090
H -0.8018 2.6868 -0.9755 0.237 0.100 0.268
N -1.2690 0.5760 2.1442 0.206 0.155 0.041
N -1.0019 0.9938 -2.1033 1.052 -0.048 -0.815
```
Forces are in eV/Å.

F_max	0.0593	Eh/bohr
structure (SMILES)	c1ccncc1.c1ccncc1
Kohn-Sham gap	10.4	eV
LUMO energy	0.8972	eV
energy above the lowest of the compared OMol25 structures with the same formula, charge and spin	39.51	kcal/mol

***

6.
C10H25O6P2 | ωB97M-V/def2-TZVPD

XYZ file:
```
43
Properties=species:S:1:pos:R:3:forces:R:3
C 6.2091 -2.0963 1.0433 -0.342 0.925 -0.055
C 5.9011 -0.7133 0.2653 1.355 -1.353 0.375
O 4.5065 -0.7760 -0.1031 0.533 1.928 -0.697
C 4.1791 0.2091 -1.0644 -0.653 0.860 -3.121
O 4.5488 0.1123 -2.2458 -0.368 -0.233 3.315
C 3.2903 1.4985 -0.6998 1.223 -0.461 1.489
C 2.5314 1.3791 0.6995 -0.410 0.935 0.254
C 0.9620 1.0921 0.6008 0.534 0.320 1.672
P 0.4462 -0.1770 -0.7298 -0.682 0.716 -1.261
P -0.4307 -1.5758 0.7879 -0.889 -0.992 2.349
O 0.6403 -2.9356 0.9673 -1.210 0.389 -1.294
O -1.9502 -2.1510 0.1563 2.000 -0.442 -0.818
H 7.0009 -1.9412 1.8479 -1.114 -0.178 -0.950
H 5.2114 -2.4172 1.4976 1.541 0.220 -0.491
H 6.6045 -2.8724 0.3204 -0.692 0.855 0.828
H 6.1578 0.2019 0.9053 -0.643 -1.190 -0.765
H 6.5811 -0.7142 -0.6440 -1.016 0.312 0.843
H 2.6420 1.8019 -1.5737 0.721 -0.821 1.025
H 4.0624 2.3423 -0.5761 -0.847 -1.224 -0.288
H 2.6548 2.3979 1.2184 -0.120 -1.372 -0.617
H 3.0446 0.6297 1.3946 -0.644 0.854 -1.233
H 0.6548 0.6502 1.6182 0.366 0.704 -1.321
H 0.3386 2.0530 0.5081 0.978 -1.258 -0.183
H 1.7248 -0.8623 -0.7065 0.483 -0.073 0.167
H -0.0371 -1.1250 -1.7470 -0.125 -0.649 -0.509
H -0.8773 0.4483 -0.7704 -0.330 -0.060 0.222
H 0.8330 0.7039 -1.8252 0.374 0.184 -0.021
H 0.7544 -3.4046 0.1142 0.202 0.396 0.385
H -1.8170 -2.4835 -0.7643 -0.079 0.455 0.522
O -2.9612 0.4605 1.1675 -0.778 0.610 -0.237
C -3.9883 0.4740 0.5440 0.640 -0.740 0.598
O -4.4991 1.6475 0.1058 0.072 0.737 -0.311
C -5.5938 1.7552 -0.8080 0.000 -0.102 0.172
C -6.9207 1.7099 -0.0775 -0.122 -0.115 0.137
C -4.7715 -0.7886 0.3179 -0.033 -0.415 -0.572
H -5.5233 1.0030 -1.5969 -0.019 -0.049 0.105
H -5.4869 2.7259 -1.2978 0.191 -0.053 0.132
H -7.0632 0.7572 0.4361 0.004 0.000 -0.114
H -7.7496 1.8540 -0.7748 0.028 0.010 0.023
H -6.9623 2.4910 0.6854 0.037 0.019 -0.123
H -5.4230 -0.9647 1.1754 -0.020 0.042 -0.047
H -4.0659 -1.6159 0.2274 0.067 0.208 0.293
H -5.3587 -0.7837 -0.5998 -0.212 0.101 0.122
```
Forces are in eV/Å.

F_max	0.0650	Eh/bohr
total charge	-1
Kohn-Sham gap	5.4	eV
LUMO energy	2.7983	eV
energy above the lowest of the compared OMol25 structures with the same formula, charge and spin	60.98	kcal/mol

***

Look up the F_max of the first one.
0.1153 Eh/bohr